A cluster of 2 separate species, C4H4Br2N2 in total, computed with the ωB97M-V functional and the def2-TZVPD basis.

```
12
Properties=species:S:1:pos:R:3
Br -0.72358 -2.26941 0.58143
Br -3.54508 0.28209 -0.18624
N 0.31688 1.74452 0.53722
N -0.17867 1.63045 -0.62754
C -0.02008 -0.58959 0.17273
C -0.44790 0.30941 -0.96461
C 0.40517 0.52356 1.04706
C 1.51006 -0.35714 0.84866
H 2.29426 -0.26433 0.20562
H -1.48621 0.22237 -1.13886
H 0.11858 0.05566 -1.96652
H 1.75656 -1.28759 1.49107
```

Calculated values
* Kohn-Sham gap (spin up / spin down): 0.3209 / 0.1701 Eh
* largest force on an atom: 0.08785 Eh/bohr
* LUMO energy (spin up / spin down): -1.3 / -3.7 eV
* E_HOMO (spin up / spin down): -10.04 / -8.31 eV
* ΔE to the lowest compared entry with this formula, charge and spin: 100.3 kcal per mole
* 2S+1: 1